This record from OMol25 describes a molecular structure, C7H13NOPTc in a non-equilibrium geometry. The level of theory is ωB97M-V/def2-TZVPD.

Output
Energy above the lowest of the compared OMol25 structures with the same formula, charge and spin   2.1841 eV
Spin multiplicity   4
Net charge   +1
Lowest unoccupied orbital energy (alpha / beta)   -4.132 / -4.211 eV
HOMO level (alpha / beta)   -10.76 / -11.13 eV

Positions of all 24 atoms, in Å:
C  -0.6432  -0.0878  -2.1737
C  -1.7890  -0.9675  -2.4665
C  -1.4362  -2.3370  -2.3033
C  -0.0983  -2.4200  -1.8427
C  0.4217  -1.0844  -1.5646
Tc  -0.6531  0.3063  -0.1031
P  -1.4175  2.4335  -0.1707
H  -0.3308  0.8096  -2.7692
H  -2.6749  -0.5764  -2.9404
H  -2.1208  -3.2026  -2.4090
H  1.4957  -0.8617  -1.6603
H  0.4506  -3.3461  -1.6565
H  -2.4596  2.8771  0.7427
H  -2.0050  2.8519  -1.4232
H  -0.4125  3.4634  0.0135
C  2.6134  -0.0534  2.4968
C  1.2070  0.1773  2.1206
N  0.2791  0.6907  2.9273
O  0.8551  -0.0792  0.9331
H  2.7786  0.3005  3.5086
H  3.2743  0.4707  1.7979
H  2.8619  -1.1188  2.4670
H  -0.6841  0.8207  2.6032
H  0.4877  0.9333  3.8726

Cartesian forces, eV/Å:
C 1.116 -2.025 0.081
C 1.625 -0.396 -0.493
C -0.745 0.749 0.322
C -0.143 2.136 1.095
C -1.264 -0.015 -3.183
Tc -1.869 -1.476 -2.782
P -0.824 1.786 0.365
H -0.453 -1.030 0.556
H -0.345 -0.156 0.306
H 0.591 0.823 -0.079
H -0.585 -0.091 0.481
H -0.223 0.332 -0.050
H 0.690 0.022 -0.655
H 0.386 -0.180 0.750
H -0.829 -0.411 -0.107
C 0.260 0.072 0.664
C -1.167 0.391 -0.422
N 0.452 -0.229 0.002
O 2.773 -0.333 2.590
H 0.261 0.054 0.098
H -0.219 -0.092 0.110
H -0.201 0.122 -0.141
H 0.590 -0.130 0.035
H 0.121 0.076 0.456

=====

This record from OMol25 describes 5 unconnected molecules or ions with the total composition C29H31NO3P in a non-equilibrium geometry. The level of theory is ωB97M-V/def2-TZVPD.

Output
Spin multiplicity   1
Net charge   +1
Lowest unoccupied orbital energy   -5.284 eV
HOMO level   -10.59 eV

Positions of all 65 atoms, in Å:
O  -0.6500  1.2851  2.5685
P  -0.1180  1.9657  1.3982
O  -1.2118  2.4623  0.3804
O  0.8919  1.0107  0.5674
C  0.9122  3.3728  1.9138
C  1.8817  3.1514  2.8849
C  2.6609  4.2134  3.3144
C  2.4545  5.4628  2.7672
N  1.5121  5.6411  1.8358
C  0.7387  4.6373  1.3890
H  -1.0192  2.1604  -0.5228
H  1.7859  1.2522  0.8369
H  2.0067  2.1679  3.3067
H  3.4104  4.0517  4.0680
H  3.0381  6.3130  3.0711
H  1.3584  6.5656  1.4526
H  -0.0025  4.8461  0.6393
C  0.0673  -2.0842  -4.0062
C  0.2363  -1.6301  -2.7063
C  -0.1935  -0.3586  -2.3566
C  -0.8006  0.4543  -3.3054
C  -0.9712  -0.0001  -4.6053
C  -0.5339  -1.2692  -4.9560
H  0.4087  -3.0738  -4.2804
H  0.7057  -2.2669  -1.9670
H  -0.0552  0.0097  -1.3468
H  -1.1466  1.4466  -3.0357
H  -1.4453  0.6328  -5.3438
H  -0.6607  -1.6230  -5.9705
C  -3.9166  -0.2530  1.2093
C  -2.7310  -0.7077  0.6500
C  -2.7284  -1.8192  -0.1756
C  -3.9144  -2.4858  -0.4495
C  -5.1022  -2.0341  0.1093
C  -5.1033  -0.9197  0.9398
H  -3.9127  0.6109  1.8623
H  -1.7997  -0.2012  0.8602
H  -1.7976  -2.1683  -0.6031
H  -3.9132  -3.3530  -1.0967
H  -6.0292  -2.5507  -0.1019
H  -6.0296  -0.5739  1.3794
C  4.6856  -0.1321  -4.3596
C  5.8817  -0.5624  -4.9172
C  5.9003  -1.6786  -5.7414
C  4.7223  -2.3607  -6.0122
C  3.5264  -1.9285  -5.4560
C  3.5076  -0.8163  -4.6268
H  4.6718  0.7389  -3.7162
H  6.7997  -0.0274  -4.7108
H  6.8329  -2.0167  -6.1737
H  4.7365  -3.2287  -6.6582
H  2.6072  -2.4586  -5.6695
H  2.5734  -0.4829  -4.1908
C  -2.1243  -1.6313  4.4181
C  -2.7783  -2.6088  5.1555
C  -2.7125  -2.5951  6.5419
C  -1.9960  -1.6003  7.1921
C  -1.3443  -0.6217  6.4542
C  -1.4057  -0.6359  5.0660
H  -2.1768  -1.6444  3.3381
H  -3.3408  -3.3821  4.6482
H  -3.2193  -3.3599  7.1159
H  -1.9468  -1.5878  8.2734
H  -0.7880  0.1556  6.9639
H  -0.8958  0.1242  4.4900

Cartesian forces, eV/Å:
O 0.008 0.555 0.288
P -0.152 -1.740 0.639
O 0.742 0.211 -0.488
O -0.381 1.339 0.115
C -0.453 0.049 -0.694
C -0.047 0.460 0.004
C -0.103 -0.082 -0.128
C 0.318 -0.282 0.391
N -0.267 -0.078 -0.173
C 0.255 -0.428 0.367
H -0.317 0.077 -0.073
H 0.347 -0.477 -0.334
H 0.008 -0.205 0.144
H 0.183 0.190 0.117
H -0.008 0.271 -0.056
H 0.077 0.102 0.020
H -0.123 0.225 -0.151
C -0.013 -0.008 -0.019
C 0.054 -0.020 0.070
C -0.070 0.194 -0.055
C 0.054 -0.044 0.032
C -0.016 0.043 -0.024
C 0.018 -0.011 0.011
H -0.015 -0.014 0.010
H 0.013 -0.002 -0.005
H 0.013 -0.181 -0.041
H -0.022 0.006 -0.037
H 0.000 0.000 -0.005
H -0.012 -0.004 -0.003
C -0.002 0.036 0.023
C -0.004 0.039 -0.081
C 0.033 -0.131 -0.074
C -0.034 0.035 0.027
C 0.008 0.027 0.008
C -0.002 -0.029 -0.022
H 0.010 -0.008 0.014
H -0.005 -0.045 0.116
H -0.018 -0.021 -0.036
H -0.001 -0.008 0.005
H -0.007 -0.004 0.007
H -0.007 0.001 -0.002
C -0.002 -0.024 -0.005
C 0.008 0.013 0.015
C 0.000 -0.003 -0.005
C 0.000 -0.001 0.000
C 0.003 -0.014 0.001
C -0.032 0.053 0.031
H 0.004 0.011 -0.004
H 0.007 -0.003 0.001
H 0.004 0.003 -0.008
H 0.001 -0.005 -0.003
H -0.007 0.001 0.000
H -0.014 -0.008 -0.019
C 0.010 -0.004 0.008
C -0.005 -0.004 -0.005
C -0.004 -0.003 -0.004
C 0.005 0.014 0.013
C -0.009 -0.013 -0.027
C 0.052 -0.009 0.134
H -0.013 0.011 -0.054
H 0.004 -0.004 -0.004
H -0.008 0.001 0.002
H 0.001 -0.001 0.002
H 0.002 -0.004 0.010
H -0.071 -0.041 0.012

=====

This record from OMol25 describes a single C4H6O molecule in a non-equilibrium geometry. The level of theory is ωB97M-V/def2-TZVPD.

Output
Energy above the lowest of the compared OMol25 structures with the same formula, charge and spin   2.4795 eV
Spin multiplicity   1
Lowest unoccupied orbital energy   1.213 eV
HOMO level   -8.75 eV

Positions of all 11 atoms, in Å:
C  2.0475  1.1495  -0.0860
C  1.2163  0.2594  0.2955
O  -0.1013  0.4286  -0.0378
C  -1.0000  -0.5361  0.2701
C  -2.1483  -0.8083  -0.4834
H  3.0855  0.8997  0.1017
H  1.5819  2.2519  -0.4764
H  1.3935  -0.8518  0.7188
H  -0.8284  -0.8951  1.3934
H  -2.4189  -0.2232  -1.4458
H  -2.8278  -1.6746  -0.2501

Cartesian forces, eV/Å:
C 1.089 4.518 -0.901
C -2.544 -4.872 0.766
O -0.897 0.443 -0.396
C -2.665 -1.042 1.191
C 1.773 0.588 0.233
H 0.077 0.789 -0.217
H 1.793 -3.455 0.963
H 0.109 2.843 -0.859
H -0.523 -0.010 -2.706
H 0.893 -1.093 1.747
H 0.894 1.291 0.179

=====

This record from OMol25 describes a single C5H10O2 molecule. The level of theory is ωB97M-V/def2-TZVPD.

Output
Energy above the lowest of the compared OMol25 structures with the same formula, charge and spin   2.7026 eV
Spin multiplicity   1
Lowest unoccupied orbital energy   0.992 eV
HOMO level   -9.59 eV

Positions of all 17 atoms, in Å:
C  -1.0173  -0.4864  -1.9445
O  0.1133  -0.5468  -1.1152
C  0.4723  0.5906  -0.3833
C  -0.5999  1.3714  0.3991
O  0.0594  1.1159  1.6417
C  1.0116  0.2269  1.0203
C  0.8026  -1.2182  1.4345
H  -1.8270  0.1064  -1.5033
H  -0.7893  -0.0831  -2.9396
H  -1.3667  -1.5162  -2.0520
H  1.1375  1.2418  -0.9673
H  -1.6073  0.9361  0.3692
H  -0.6695  2.4437  0.1806
H  2.0381  0.5577  1.2280
H  1.7133  -1.8069  1.2938
H  0.5232  -1.2512  2.4899
H  0.0059  -1.6817  0.8479

Cartesian forces, eV/Å:
C -0.225 0.017 -0.195
O 0.036 -0.072 0.067
C 0.077 0.167 0.021
C -0.253 0.115 -0.254
O -0.034 0.051 0.132
C 0.279 -0.217 -0.013
C 0.011 -0.059 0.073
H 0.090 -0.064 -0.072
H 0.047 0.020 0.101
H -0.017 0.145 -0.096
H -0.100 -0.123 0.061
H 0.156 0.020 0.065
H 0.019 -0.156 0.024
H -0.212 -0.025 -0.033
H -0.095 0.060 -0.019
H 0.125 0.050 -0.027
H 0.097 0.070 0.165

=====

This record from OMol25 describes a molecular structure, C29H62NO17S in a non-equilibrium geometry. The level of theory is ωB97M-V/def2-TZVPD.

Output
Energy above the lowest of the compared OMol25 structures with the same formula, charge and spin   1.3236 eV
Spin multiplicity   1
Net charge   -1
Lowest unoccupied orbital energy   1.673 eV
HOMO level   -3.30 eV

Positions of all 110 atoms, in Å:
N  -0.1748  1.1522  0.2003
H  0.5432  1.9122  0.2273
H  -0.7498  0.9772  0.9543
H  0.5062  0.3762  -0.0217
H  -0.8028  1.3232  -0.7497
S  2.2682  -0.0758  2.5233
O  2.4002  1.2662  1.9803
O  0.8592  -0.4368  2.3013
O  3.1582  -1.0968  1.8783
O  2.5042  -0.0758  3.9303
O  -3.2488  5.1872  6.2743
C  -4.1278  4.3952  5.7403
O  -3.8348  3.2842  5.1233
C  -2.5818  2.8392  4.9083
C  -2.7398  1.8052  3.7213
C  -5.5698  4.7272  5.7373
H  -2.0968  2.3552  5.8043
H  -1.8978  3.6922  4.6503
H  -2.9498  2.5032  2.8893
H  -3.6488  1.3302  3.8023
H  -1.7038  1.1002  3.3973
H  -5.7138  5.1972  6.7643
H  -6.3158  3.8602  5.9843
H  -5.6908  5.4162  5.0113
O  0.5812  -4.1098  -0.1217
C  0.2752  -3.3198  0.7133
O  -0.4768  -3.4568  1.7073
C  -1.3558  -4.6098  1.6483
C  -2.2338  -4.3668  2.9063
C  0.8932  -1.9378  0.8253
H  -0.7548  -5.5618  1.8233
H  -1.8388  -5.1278  0.8333
H  -2.6728  -3.4738  3.1093
H  -1.6348  -4.3288  3.8313
H  -2.8008  -5.2648  3.0823
H  1.9742  -1.9958  0.5013
H  0.9672  -1.4348  1.7993
H  0.4122  -1.3468  0.1893
O  1.7362  -6.5618  -2.6787
C  2.4522  -5.5768  -2.9507
O  2.3402  -4.3348  -2.5537
C  1.3852  -3.9038  -1.5967
C  1.6042  -2.4688  -1.3047
C  3.6122  -5.8098  -3.9577
H  1.4972  -4.3418  -0.6067
H  0.4072  -4.0788  -1.7637
H  2.4972  -2.2558  -0.6427
H  0.8062  -2.0858  -0.5297
H  1.6292  -1.7318  -2.1397
H  3.4472  -4.9428  -4.6797
H  3.7192  -6.6368  -4.5667
H  4.6382  -5.3608  -3.6787
O  1.0862  -0.4868  -0.9967
C  2.2962  -0.2388  -1.0987
O  3.0872  -0.3858  -2.1697
C  2.5902  -0.6358  -3.4557
C  3.6322  -0.4388  -4.4817
C  3.1272  0.1242  0.1333
H  1.7802  0.1602  -3.6037
H  1.8032  -1.5148  -3.5197
H  4.2412  -1.4198  -4.4217
H  4.1682  0.4752  -4.3097
H  3.4332  -0.5138  -5.6207
H  2.7382  0.0062  1.0603
H  3.2682  1.2232  0.0943
H  4.0232  -0.4418  0.0523
O  -2.4888  -0.7528  -0.0927
C  -2.4998  -1.8288  0.4623
O  -2.4538  -2.9888  -0.1007
C  -2.3688  -2.9938  -1.5197
C  -2.3238  -4.3468  -2.1187
C  -2.6018  -1.9258  2.0083
H  -1.7228  -2.3288  -1.7497
H  -3.3528  -2.5838  -1.7127
H  -1.8988  -4.9678  -1.3447
H  -1.8698  -4.5068  -3.1127
H  -3.2078  -4.7908  -2.2937
H  -3.1728  -2.8188  2.1373
H  -3.1408  -0.9458  2.4383
H  -1.3988  -1.9738  2.2803
C  3.0382  4.6612  -1.0827
C  2.3972  3.7442  -2.0787
O  1.0812  3.3212  -1.8597
C  3.0942  3.4242  -3.3807
H  2.6302  4.5482  -0.0537
H  2.9792  5.8212  -1.2117
H  4.0632  4.5602  -1.1817
H  3.1642  4.2872  -4.0147
H  2.3552  2.8152  -4.0477
H  4.0792  3.0982  -3.1317
C  0.7312  4.7662  2.7133
C  -0.1568  4.6632  1.4963
O  -1.0378  3.6912  1.1553
C  -0.1338  5.8502  0.5543
H  0.4722  5.6152  3.1213
H  1.8702  4.9632  2.5193
H  0.4712  3.8772  3.4003
H  -0.9358  5.6662  -0.1197
H  0.7362  5.8762  -0.0687
H  -0.5378  6.7892  0.8963
C  -1.2318  1.3082  -3.9167
C  -2.2778  1.4712  -2.8427
O  -2.9968  2.5522  -2.6637
C  -2.3288  0.3452  -1.9127
H  -1.0648  0.2932  -4.3587
H  -0.2528  1.6632  -3.5267
H  -1.5398  1.7772  -4.7967
H  -3.1588  0.1332  -1.2087
H  -1.5278  0.3122  -1.1997
H  -2.2568  -0.6428  -2.3707

Cartesian forces, eV/Å:
N 0.818 2.512 -5.103
H -1.360 -0.116 0.948
H -1.087 0.119 2.364
H -0.881 -0.248 0.126
H 2.402 -0.035 3.577
S 0.780 -0.085 6.985
O -0.227 2.805 1.158
O -1.962 5.304 3.508
O -0.111 -1.805 4.419
O 0.631 0.026 2.179
O -3.430 -3.413 -2.346
C 4.050 3.211 2.487
O -2.993 0.310 0.407
C 4.375 -1.916 -0.737
C 4.563 1.690 -1.275
C -0.999 -2.789 5.991
H -0.840 0.476 -0.555
H -0.599 -0.771 0.015
H 0.525 -0.540 -0.203
H -1.666 -1.922 0.669
H -3.299 2.126 1.347
H 0.350 0.328 -1.420
H 1.436 1.210 -1.898
H -1.358 1.954 -2.531
O -13.820 -2.281 12.627
C 3.547 5.399 1.662
O -3.163 -3.383 1.113
C 0.756 -2.324 4.100
C 2.505 -4.333 1.350
C 1.807 -7.885 2.536
H 0.113 1.313 0.800
H -0.535 1.967 -1.308
H -1.452 0.528 0.307
H 0.899 -0.585 -0.415
H -0.941 -0.134 -0.029
H -2.354 0.372 2.280
H -1.489 -2.975 0.022
H -2.953 2.787 0.215
O 0.669 2.158 -0.029
C -0.219 -2.687 -0.299
O 1.748 -0.749 -3.943
C 7.864 1.302 -5.119
C 0.373 -1.330 -3.069
C 1.058 5.896 0.346
H 7.386 -2.897 -3.970
H -2.537 -1.430 -3.124
H -0.106 -0.954 -2.161
H 2.133 -2.784 -5.629
H -0.512 -3.474 0.766
H -0.286 -1.008 0.254
H -0.252 -2.175 -0.426
H -1.361 -1.282 0.497
O 2.097 6.417 -3.734
C 0.698 0.879 2.733
O 0.467 -0.001 -0.267
C -5.702 1.607 -1.422
C 1.618 -3.379 -2.123
C 0.654 2.446 -8.458
H 0.892 -0.304 0.024
H 2.761 1.002 -0.419
H 0.142 1.874 0.239
H 0.640 0.129 0.183
H -0.836 0.480 1.994
H -0.192 0.086 -4.359
H 0.546 -0.379 -0.592
H 1.016 0.015 -0.196
O 0.456 -2.909 2.691
C -0.649 1.912 3.772
O 0.440 -1.841 0.113
C -6.068 -2.504 0.737
C 3.048 -0.326 0.398
C 1.249 3.987 -1.645
H 4.898 3.959 -2.059
H -0.192 0.530 -1.058
H 0.893 -0.604 -0.282
H 0.734 0.655 0.779
H -3.812 -0.952 -0.156
H -0.393 1.107 -0.173
H 1.334 -2.229 -1.094
H -3.660 0.293 0.074
C -1.815 1.907 0.699
C -8.120 -0.944 0.615
O 7.956 2.151 -1.204
C -2.984 -0.682 -0.372
H 0.581 -0.500 -0.733
H -0.647 -1.943 -0.665
H 2.281 -0.659 0.497
H 0.339 1.081 0.143
H 1.811 0.146 1.552
H 0.644 -0.864 -0.396
C 1.567 -5.791 -1.614
C -3.950 -3.589 -2.415
O 5.176 5.023 2.748
C -1.389 -0.852 -0.331
H -1.691 4.558 2.559
H -2.060 -1.081 -0.033
H 1.074 1.382 -0.980
H -0.562 -0.774 -1.020
H 0.770 0.440 0.082
H 0.961 0.625 1.053
C 0.689 -0.859 -0.001
C -2.676 3.984 0.613
O 3.378 -4.772 -1.266
C -1.677 -0.283 -0.914
H -0.271 0.216 1.330
H -0.582 0.058 -0.328
H -0.211 1.804 -1.207
H -0.221 2.183 -1.895
H 0.236 0.099 -0.947
H 0.319 0.504 -0.732